# H2O5SSi

H2O5SSi in the gas phase in a non-equilibrium geometry (ωB97M-V with the def2-TZVPD basis set, OMol25).

The HOMO energy is -11.3 eV. As for the relative energy (zero: lowest compared OMol25 entry of this formula, charge and spin): 0.317 eV. For the total energy, the calculation gives -28984.64358 eV.

Each atom is followed by the atoms it is bonded to, with distances in Å.
CARTESIAN COORDINATES (ANGSTROEM)
1 O 3.589 1.281 0.186  S7 1.433
2 O 3.784 -1.132 -0.106  S7 1.424
3 O -0.175 1.195 -0.163  Si6 1.559, H8 0.935
4 O 1.904 0.180 -1.233  Si6 1.676, S7 1.632
5 O 1.808 -0.303 1.056  Si6 1.660, S7 1.573
6 Si 0.670 -0.114 -0.137  O3 1.559, O4 1.676, O5 1.660, S7 2.283, H9 1.534
7 S 2.944 0.012 0.014  O1 1.433, O2 1.424, O4 1.632, O5 1.573, Si6 2.283
8 H -0.841 1.247 0.492  O3 0.935
9 H 0.338 -1.611 -0.208  Si6 1.534